Here is 2 unconnected molecules or ions with the total composition C7H13NO at a distorted geometry from OMol25. Energies are from ωB97M-V with the def2-TZVPD basis set.

## Properties
* energy relative to the best compared isomer or geometry (same formula, charge and spin): 70.1 kcal per mole
* LUMO: 0.4193 eV
* SMILES: CC1(C)CO1.C=CN=C
* frontier orbital gap: 9.99 eV
* E_HOMO: -0.352 Ha

Geometry as ORCA input:
```
! wB97M-V def2-TZVPD RIJCOSX def2/J DEFGRID3
* xyz 0 1
C 1.91495 0.34655 -0.87157
C 0.94732 -0.78880 -1.00202
C 1.05671 -1.86082 0.05945
C -0.39647 -0.52140 -1.61033
O 0.61001 -1.21390 -2.29580
H 2.93756 -0.01371 -0.80439
H 1.62172 0.96671 0.03872
H 1.83815 1.02795 -1.71424
H 0.86895 -1.43414 1.03951
H 0.32799 -2.65375 -0.12186
H 2.06086 -2.29276 0.04957
H -0.63864 0.45723 -2.00469
H -1.24465 -1.11426 -1.29094
C -2.51456 -0.23111 1.40547
C -1.47404 0.59174 1.49716
N -1.18625 1.47988 0.48064
C -0.21076 2.28875 0.61335
H -3.13325 -0.23209 0.52537
H -2.76293 -0.92084 2.19388
H -0.86543 0.63386 2.40526
H 0.31800 2.44788 1.56201
H -0.07523 3.03703 -0.15455
*
```

Here is a single C4H6N4 molecule at a distorted geometry from OMol25. Energies are from ωB97M-V with the def2-TZVPD basis set.

## Properties
* energy relative to the best compared isomer or geometry (same formula, charge and spin): 120.4 kcal per mole
* LUMO: 0.5676 eV
* SMILES: [H]/N=c1/cc[nH]n1N=C
* frontier orbital gap: 8.47 eV
* E_HOMO: -0.290 Ha

Geometry as ORCA input:
```
! wB97M-V def2-TZVPD RIJCOSX def2/J DEFGRID3
* xyz 0 1
H -0.33057 2.57936 0.31590
N 0.70726 2.27931 -0.08776
C 0.83486 1.03759 0.05646
C 1.96327 0.20838 -0.16488
C 1.73843 -1.02568 -0.04863
N 0.31422 -1.22240 -0.01860
N -0.27874 0.06755 0.27303
N -1.60488 0.65773 0.05084
C -2.56322 -0.19730 -0.16185
H 3.05973 0.53039 -0.15028
H 2.52171 -1.71333 0.05669
H -0.26006 -2.01918 0.55754
H -3.66718 0.03418 -0.11986
H -2.43484 -1.21661 -0.55860
*
```

Here is 10 unconnected molecules or ions with the total composition C60H150N10O20 at a distorted geometry from OMol25. Energies are from ωB97M-V with the def2-TZVPD basis set.

## Properties
* energy relative to the best compared isomer or geometry (same formula, charge and spin): 281.3 kcal per mole
* LUMO: 0.4010 eV
* SMILES: COCCNCCOC.COCCNCCOC.COCCNCCOC.COCCNCCOC.COCCNCCOC.COCCNCCOC.COCCNCCOC.COCCNCCOC.COCCNCCOC.COCCNCCOC
* frontier orbital gap: 8.52 eV
* E_HOMO: -0.299 Ha

Geometry as ORCA input:
```
! wB97M-V def2-TZVPD RIJCOSX def2/J DEFGRID3
* xyz 0 1
C 1.48384 -7.02339 -2.69869
O 1.78112 -5.92446 -3.55843
C 3.11402 -5.46487 -3.45670
C 3.15121 -4.26738 -4.55870
N 4.55727 -3.94594 -4.84092
C 4.56282 -2.95697 -5.88170
C 3.94986 -1.54484 -5.41029
O 4.64389 -0.93173 -4.27944
C 4.22135 0.33015 -4.04016
H 1.25425 -6.69371 -1.68543
H 2.30708 -7.71694 -2.52732
H 0.66616 -7.62100 -3.10164
H 3.67918 -6.35662 -3.72778
H 3.30165 -5.18708 -2.41952
H 2.63979 -3.44278 -4.06213
H 2.54676 -4.43589 -5.44995
H 4.90866 -3.66055 -3.93804
H 4.16197 -3.21304 -6.86243
H 5.62189 -2.89531 -6.13206
H 2.91086 -1.63765 -5.09412
H 3.88757 -0.86316 -6.25855
H 4.33811 1.00873 -4.88515
H 4.92339 0.82262 -3.36732
H 3.19827 0.37341 -3.66666
C 3.84712 2.95532 3.47686
O 3.51557 2.74889 2.10550
C 2.16018 3.03148 1.71950
C 1.80144 2.81307 0.15540
N 2.08855 3.89423 -0.83108
C 3.34714 4.53894 -0.77077
C 3.58438 5.40211 -1.99066
O 3.30806 4.61217 -3.15284
C 3.40738 5.34757 -4.35409
H 3.61951 3.98344 3.75838
H 4.88390 2.69157 3.68571
H 3.41404 2.13974 4.05598
H 1.90742 4.04814 2.02054
H 1.58381 2.33971 2.33379
H 0.81073 2.37062 0.05122
H 2.35047 1.97896 -0.28154
H 2.15359 3.53208 -1.77168
H 4.14947 3.84339 -0.52462
H 3.17373 5.16328 0.10572
H 4.63254 5.67740 -2.10762
H 2.95446 6.29166 -1.99078
H 2.73390 6.20237 -4.29208
H 3.07009 4.87022 -5.27413
H 4.43180 5.69366 -4.49143
C -2.45503 -5.51628 -1.26490
O -2.29441 -6.83898 -1.48768
C -1.73690 -7.48769 -0.33218
C -1.63043 -8.94190 -0.57710
N -2.84310 -9.53094 -0.20842
C -2.93591 -10.32769 0.93755
C -4.43597 -10.53610 1.34595
O -5.13721 -11.36310 0.41290
C -6.46669 -11.09127 0.28678
H -1.46596 -5.08948 -1.09854
H -3.14861 -5.30201 -0.45179
H -2.91464 -5.03667 -2.12910
H -2.28933 -7.22893 0.57113
H -0.73313 -7.12782 -0.10632
H -0.80359 -9.40564 -0.03917
H -1.35878 -9.12813 -1.61616
H -3.14520 -10.07677 -1.00271
H -2.44294 -9.82719 1.77097
H -2.49940 -11.32478 0.87940
H -4.94912 -9.61171 1.61106
H -4.53039 -11.13582 2.25123
H -6.88117 -11.70276 -0.51472
H -6.43766 -10.04877 -0.03017
H -6.92396 -11.29059 1.25595
C -3.47779 4.51127 -0.83248
O -3.31134 5.53078 -1.90398
C -2.18696 6.30578 -2.04925
C -0.90504 5.49863 -2.44068
N -1.17767 4.65939 -3.59068
C -0.34273 3.46193 -3.78120
C -0.67028 3.04439 -5.33295
O 0.09771 1.88124 -5.80047
C 1.49631 2.28493 -6.09365
H -3.84772 4.77495 0.15835
H -2.58881 3.89335 -0.70613
H -4.30085 3.91681 -1.22909
H -1.89238 6.73021 -1.08946
H -2.40113 7.08230 -2.78358
H -0.63504 5.04895 -1.48517
H -0.13283 6.24816 -2.61384
H -2.16253 4.64866 -3.81434
H -0.33724 2.63066 -3.07617
H 0.62591 3.96094 -3.75253
H -0.44239 3.83200 -6.05119
H -1.73795 2.85718 -5.44748
H 1.67292 3.05438 -6.84522
H 1.83730 1.42978 -6.67721
H 2.10220 2.23757 -5.18880
C 2.10725 -6.84393 6.13576
O 3.41207 -6.71760 5.56340
C 3.67808 -5.49810 4.89810
C 4.23946 -4.51778 5.96506
N 4.98367 -3.51916 5.27676
C 5.26877 -2.41139 6.17193
C 4.09616 -1.35579 6.08852
O 3.30292 -1.56705 7.25247
C 2.87080 -0.39912 7.95099
H 1.38710 -6.80148 5.31864
H 1.91840 -6.02265 6.82709
H 1.98887 -7.82968 6.58564
H 2.89502 -4.96263 4.36127
H 4.43069 -5.78438 4.16345
H 4.98478 -4.90999 6.65700
H 3.33919 -4.06518 6.38070
H 5.91726 -3.86673 5.11027
H 6.22500 -2.02178 5.82278
H 5.52740 -2.56702 7.21930
H 3.45175 -1.55106 5.23137
H 4.62448 -0.40249 6.10212
H 1.86617 -0.08086 7.67252
H 3.47727 0.47424 7.71109
H 2.95715 -0.36776 9.03712
C 6.98581 -6.34375 -1.59016
O 6.09330 -6.16842 -0.48875
C 6.84956 -5.93913 0.65939
C 5.95955 -5.38403 1.81960
N 5.45760 -4.22008 1.12028
C 4.23099 -3.64851 1.73744
C 3.97704 -2.25653 1.35282
O 5.11587 -1.38696 1.55399
C 4.95153 0.02230 1.47598
H 7.03688 -5.37236 -2.08200
H 6.56891 -6.91857 -2.41713
H 8.01955 -6.66101 -1.45289
H 7.81389 -5.45164 0.51611
H 7.27481 -6.85687 1.06564
H 6.51830 -5.16441 2.72935
H 5.31625 -6.23070 2.05921
H 5.26706 -4.63029 0.21721
H 4.42289 -3.60492 2.80953
H 3.40030 -4.32217 1.52707
H 3.02886 -2.09593 1.86591
H 3.76690 -2.18024 0.28599
H 5.91700 0.52825 1.47224
H 4.44146 0.43273 2.34746
H 4.36280 0.22115 0.58047
C -5.47030 2.57350 -3.76881
O -5.67515 1.26541 -3.16500
C -5.47041 0.10261 -3.99828
C -3.98345 -0.02641 -4.33172
N -3.80310 -1.25306 -5.04582
C -2.46527 -1.10881 -5.55520
C -1.87190 -2.58002 -5.90314
O -2.11439 -3.51779 -4.85345
C -1.04574 -4.46470 -4.76025
H -6.07002 2.68054 -4.67268
H -4.41646 2.67266 -4.02899
H -5.93174 3.42666 -3.27153
H -6.20300 0.19303 -4.80030
H -5.72357 -0.75968 -3.38145
H -3.44415 -0.03546 -3.38453
H -3.58190 0.80192 -4.91545
H -3.74724 -1.97790 -4.34468
H -1.78732 -0.73920 -4.78587
H -2.49155 -0.54075 -6.48509
H -0.80284 -2.43275 -6.05653
H -2.17587 -2.74021 -6.93756
H -0.83806 -4.83061 -5.76578
H -1.28119 -5.41361 -4.27834
H -0.15541 -3.97948 -4.36030
C -5.84352 0.79136 0.06859
O -5.50977 1.53348 1.24548
C -6.51977 1.23301 2.29543
C -6.33187 2.14761 3.58772
N -4.89188 2.46391 3.61988
C -4.28378 3.68437 4.25336
C -4.95399 4.99615 3.92229
O -6.23878 5.12322 4.53056
C -7.07191 6.25718 4.15721
H -6.12610 -0.25789 0.15426
H -5.00319 0.92023 -0.61357
H -6.74312 1.08885 -0.47023
H -6.50076 0.16855 2.52929
H -7.44801 1.34363 1.73488
H -6.62940 1.75582 4.56038
H -6.86913 3.08857 3.46918
H -4.55111 2.28675 2.68576
H -3.23805 3.74361 3.95166
H -4.10601 3.48372 5.30988
H -5.12937 5.15310 2.85800
H -4.37263 5.84994 4.27033
H -6.56717 7.20483 4.34516
H -7.93931 6.29226 4.81636
H -7.42983 6.12594 3.13606
C 0.38873 -3.01698 0.47321
O 1.49428 -3.20822 -0.36317
C 1.15138 -2.69849 -1.68499
C 1.29841 -1.15294 -1.89579
N 0.54827 -0.27016 -0.97573
C -0.95613 -0.38991 -1.15313
C -1.68044 0.36425 -0.05175
O -1.64604 -0.37331 1.23550
C -1.71296 0.31055 2.39769
H 0.57704 -3.32059 1.50301
H -0.63437 -3.25572 0.18272
H 0.31792 -1.95127 0.69080
H 0.21659 -3.13384 -2.03818
H 2.05181 -3.03326 -2.20003
H 1.31265 -0.93230 -2.96313
H 2.27335 -0.89534 -1.48198
H 0.72199 -0.48792 -0.00490
H -1.19280 -1.44964 -1.24825
H -1.22583 0.02970 -2.12231
H -2.72075 0.59256 -0.28355
H -1.24560 1.35574 0.07455
H -2.70704 0.74112 2.51817
H -0.91505 1.03082 2.57839
H -1.67067 -0.48708 3.13938
C -0.00470 6.59901 3.26798
O -0.98433 7.65579 3.11354
C -0.84743 8.30131 1.77855
C -1.97721 9.37214 1.64771
N -1.58522 10.50879 2.50935
C -2.69011 11.47837 2.76846
C -2.34158 12.47792 3.98224
O -3.44627 13.28942 4.32160
C -3.45785 14.58130 3.66458
H 0.98067 6.97678 3.54081
H 0.14107 5.90488 2.44032
H -0.35879 6.05437 4.14325
H -0.97776 7.52965 1.01982
H 0.15099 8.66797 1.54015
H -2.89966 8.97069 2.06724
H -2.05381 9.67468 0.60334
H -1.29536 10.20195 3.42692
H -3.69915 11.13113 2.99068
H -2.93858 12.21866 2.00798
H -1.63386 13.18131 3.54353
H -1.97111 11.98001 4.87831
H -4.31212 15.14066 4.04598
H -3.65167 14.40211 2.60702
H -2.63164 15.28585 3.75993
*
```

Here is a molecular structure, C18H15BrN3O3Pt at a distorted geometry from OMol25. Energies are from ωB97M-V with the def2-TZVPD basis set.

## Properties
* LUMO: -4.4539 eV
* frontier orbital gap: 6.13 eV
* E_HOMO: -0.389 Ha

Geometry as ORCA input:
```
! wB97M-V def2-TZVPD RIJCOSX def2/J DEFGRID3
* xyz 1 1
Pt 0.52293 -1.35728 -1.22810
Br 4.91003 3.14122 2.19540
C 4.21423 1.63912 1.27160
C 4.92513 1.10002 0.19360
C 4.35483 0.09872 -0.54160
C 3.04173 -0.38658 -0.27710
O 2.49983 -1.13708 -1.16190
C 2.39773 0.06222 0.94410
C 1.13043 -0.40858 1.41340
N 0.44083 -1.36708 0.86130
C -0.83767 -1.71118 1.26190
C -1.21817 -1.84538 2.58550
C -2.54447 -2.12828 2.91780
C -3.50887 -2.24838 1.94990
C -3.16347 -2.14378 0.58710
C -4.10687 -2.23618 -0.45910
C -3.68457 -2.12328 -1.75940
C -2.32277 -1.94108 -2.02650
N -1.41817 -1.83998 -1.06830
C -1.80887 -1.90958 0.23460
C 3.00513 1.09672 1.66300
H 5.89943 1.48792 -0.05440
H 4.86893 -0.31678 -1.39340
H 0.68963 0.12922 2.25220
H -0.47777 -1.73928 3.36280
H -2.80797 -2.22238 3.95930
H -4.53687 -2.43048 2.21970
H -5.14637 -2.40798 -0.21820
H -4.38467 -2.19218 -2.57700
H -1.96597 -1.89978 -3.05010
H 2.51343 1.47922 2.54460
N 0.21573 3.62402 -2.40770
C -0.49017 3.16432 -1.21560
C -0.33147 1.65472 -1.12170
O -0.76417 0.95862 -0.23780
O 0.33443 1.12762 -2.13860
H 1.03463 4.18022 -2.18950
H -0.37787 4.18332 -3.00710
H 0.58763 1.88692 -2.73600
H -1.56347 3.36822 -1.26290
H -0.12617 3.61002 -0.28580
*
```

Which of these has the lowest LUMO? C18H15BrN3O3Pt